Record 1
{
  "formula": "C6H21NO3",
  "method": "ωB97M-V with the def2-TZVPD basis set",
  "homo_lumo_gap_ev": 10.2,
  "relative_energy_kcal_mol": 5.8,
  "smiles": "CC(C)C[C@H](C)N.O.O.O",
  "lumo_ha": 0.022,
  "elements": ["C", "C", "C", "C", "C", "C", "N", "H", "H", "H", "H", "H", "H", "H", "H", "H", "H", "H", "H", "H", "H", "H", "O", "H", "H", "O", "H", "H", "O", "H", "H"],
  "coordinates": [[-1.44562, 0.14560, -1.81183], [-0.88655, 0.64733, -0.48397], [-1.83988, 1.71895, 0.07709], [0.53686, 1.20483, -0.64186], [1.61042, 0.10458, -0.80222], [1.94414, -0.54670, 0.55447], [2.78795, 0.70445, -1.45941], [-2.47127, -0.35385, -1.70153], [-0.71929, -0.59405, -2.23743], [-1.58269, 0.96954, -2.53663], [-0.92362, -0.17903, 0.22938], [-1.89810, 2.62679, -0.60430], [-1.47996, 2.08932, 1.03968], [-2.79721, 1.35246, 0.19377], [0.84030, 1.84362, 0.17924], [0.53649, 1.88444, -1.51926], [1.20414, -0.71950, -1.47106], [2.69685, -1.36011, 0.45049], [1.12144, -1.02022, 1.00914], [2.29289, 0.25400, 1.23216], [3.21944, 1.38146, -0.91762], [3.49137, -0.01046, -1.66143], [-0.39274, -2.78325, -0.13022], [0.08863, -2.05169, -0.66471], [-1.27761, -3.00312, -0.60343], [-0.20849, 0.18926, 2.83900], [-0.04002, 0.67303, 2.03170], [-0.91765, 0.62996, 3.23331], [-1.50263, -2.08635, 2.21650], [-1.01552, -2.41285, 1.45518], [-0.97209, -1.29844, 2.50583]],
  "forces_ev_per_angstrom": [[-0.49, -1.00, -0.41], [-0.75, 0.83, 0.22], [2.30, 1.73, -0.96], [-0.10, -0.52, -0.91], [-0.07, -0.23, -0.23], [1.32, 0.53, -0.65], [-0.99, -2.41, -1.57], [1.48, 0.58, -0.01], [-0.84, 0.52, -0.02], [0.22, -0.32, 0.30], [0.20, -0.13, 0.01], [0.14, -1.04, 0.65], [-0.08, 0.05, 0.06], [-2.10, -0.85, 0.29], [-0.07, 0.14, 0.55], [0.13, -0.49, 0.25], [0.58, 1.05, 0.33], [-0.18, 0.77, 0.03], [-1.26, -0.47, 0.59], [0.14, -0.51, -0.13], [0.79, 1.57, 1.43], [-0.30, 0.30, 0.11], [-0.71, 0.79, -2.61], [-1.57, -1.94, 1.15], [2.41, 0.83, 0.96], [1.87, -0.71, -0.49], [0.15, 0.15, -0.35], [-1.83, 1.12, 1.14], [0.14, 0.85, 0.74], [0.10, -0.15, -0.16], [-0.64, -1.04, -0.29]]
}

Record 2
{
  "formula": "C42H35N7O14",
  "method": "ωB97M-V with the def2-TZVPD basis set",
  "homo_lumo_gap_ev": 9.2,
  "relative_energy_kcal_mol": 73.0,
  "smiles": "O=[N+]([O-])c1ccccc1.O=[N+]([O-])c1ccccc1.O=[N+]([O-])c1ccccc1.O=[N+]([O-])c1ccccc1.O=[N+]([O-])c1ccccc1.O=[N+]([O-])c1ccccc1.O=[N+]([O-])c1ccccc1",
  "lumo_ha": -0.033,
  "elements": ["O", "N", "O", "C", "C", "C", "C", "C", "C", "H", "H", "H", "H", "H", "O", "N", "O", "C", "C", "C", "C", "C", "C", "H", "H", "H", "H", "H", "O", "N", "O", "C", "C", "C", "C", "C", "C", "H", "H", "H", "H", "H", "O", "N", "O", "C", "C", "C", "C", "C", "C", "H", "H", "H", "H", "H", "O", "N", "O", "C", "C", "C", "C", "C", "C", "H", "H", "H", "H", "H", "O", "N", "O", "C", "C", "C", "C", "C", "C", "H", "H", "H", "H", "H", "O", "N", "O", "C", "C", "C", "C", "C", "C", "H", "H", "H", "H", "H"],
  "coordinates": [[-7.12365, -0.30102, 8.11397], [-6.85005, 0.52603, 7.25963], [-5.75140, 0.63063, 6.71550], [-7.96517, 1.41240, 6.80114], [-7.87613, 2.21311, 5.62163], [-8.91144, 3.06894, 5.31247], [-10.07171, 3.07333, 5.99027], [-10.19647, 2.28435, 7.13956], [-9.13628, 1.51688, 7.57527], [-7.00991, 2.28861, 4.98103], [-8.85186, 3.65505, 4.40730], [-10.92817, 3.61601, 5.61827], [-11.14511, 2.20264, 7.64926], [-9.27744, 0.95762, 8.48835], [4.75952, 1.96739, -13.40513], [4.45371, 2.89379, -12.64982], [4.31722, 4.04758, -13.01111], [4.54226, 2.61519, -11.18920], [4.91852, 1.40095, -10.66950], [5.09742, 1.23723, -9.32681], [4.86984, 2.22060, -8.42304], [4.43796, 3.45234, -8.86002], [4.28032, 3.64653, -10.24683], [5.20409, 0.63186, -11.37190], [5.38573, 0.27209, -8.93720], [5.02050, 1.96642, -7.38424], [4.32192, 4.29491, -8.19442], [3.98678, 4.63603, -10.56483], [2.79249, -0.40895, -1.76594], [2.56353, 0.45123, -0.92560], [2.95225, 1.57715, -1.01859], [1.87468, 0.02036, 0.32677], [1.83938, 0.84837, 1.48307], [0.96144, 0.53174, 2.53685], [0.21968, -0.65716, 2.54723], [0.36398, -1.53352, 1.49754], [1.13352, -1.16380, 0.39789], [2.44498, 1.74239, 1.50205], [0.79651, 1.10628, 3.43635], [-0.38346, -0.82338, 3.42756], [-0.12167, -2.49598, 1.56252], [1.31903, -1.78457, -0.46619], [6.80011, 0.77186, 6.25190], [6.98481, 0.28445, 5.11087], [6.71432, -0.86861, 4.94033], [7.49790, 1.20090, 4.05583], [7.43713, 0.72663, 2.74780], [7.64600, 1.61883, 1.68268], [7.85066, 2.95218, 1.94573], [7.89081, 3.36653, 3.28584], [7.70644, 2.53730, 4.34740], [7.26654, -0.30261, 2.46857], [7.78261, 1.23176, 0.68372], [7.97640, 3.62524, 1.11052], [8.05133, 4.43174, 3.36302], [7.63011, 2.87269, 5.37117], [-10.72226, -5.98769, 5.98013], [-10.53714, -5.65579, 4.82745], [-11.41822, -5.51871, 3.94811], [-9.19209, -5.37622, 4.31699], [-8.89381, -4.91700, 3.03553], [-7.59963, -4.68980, 2.61433], [-6.55758, -4.76355, 3.57142], [-6.85298, -5.13873, 4.91052], [-8.17177, -5.40631, 5.27509], [-9.70092, -4.78083, 2.33095], [-7.48533, -4.42531, 1.57348], [-5.57277, -4.62759, 3.14946], [-6.04520, -5.19062, 5.62548], [-8.40847, -5.64967, 6.30033], [8.02725, 12.03722, -0.48843], [8.09167, 11.65177, -1.65606], [8.74455, 12.25053, -2.52327], [7.39510, 10.40945, -2.05249], [6.34125, 9.99481, -1.20510], [5.51895, 8.93017, -1.62996], [5.69026, 8.37220, -2.89380], [6.66860, 8.84368, -3.76332], [7.53852, 9.83541, -3.34047], [6.30395, 10.25451, -0.15745], [4.87600, 8.50358, -0.87428], [5.12750, 7.48746, -3.15250], [6.72800, 8.38361, -4.73862], [8.21972, 10.26877, -4.05780], [-1.65888, -8.37291, -1.16584], [-2.80923, -8.50346, -1.70435], [-3.60219, -7.55606, -1.77088], [-3.14846, -9.87068, -2.14628], [-2.40790, -10.96563, -1.73247], [-2.71046, -12.27873, -2.18554], [-3.80774, -12.41418, -3.05359], [-4.51449, -11.31826, -3.54443], [-4.16635, -10.07240, -3.07280], [-1.60827, -10.81467, -1.02241], [-2.24304, -13.15954, -1.77070], [-4.01259, -13.40858, -3.42184], [-5.31031, -11.49535, -4.25275], [-4.60550, -9.15183, -3.42792]],
  "forces_ev_per_angstrom": [[0.16, 0.58, -0.29], [0.15, -0.27, -0.64], [-1.17, 0.18, 0.46], [-0.46, 1.42, -0.75], [0.80, -0.61, 1.56], [0.88, -0.11, -1.53], [-1.77, -0.59, 1.54], [-0.05, 0.26, -0.63], [0.57, -0.65, -0.18], [0.27, -0.56, 0.27], [0.24, 0.11, -0.05], [0.01, 0.22, 0.09], [0.03, 0.22, 0.19], [0.34, -0.21, -0.05], [-0.85, 0.67, 0.82], [1.92, -0.52, -0.38], [-0.58, -0.46, 0.37], [-0.91, 1.66, 1.85], [0.62, -0.39, -1.95], [0.09, -1.55, 0.23], [-0.27, 0.44, 0.95], [0.22, 0.30, -1.45], [0.07, 0.01, -0.16], [-0.21, -0.27, 0.05], [0.18, -0.15, -0.21], [-0.02, 0.35, 0.18], [-0.23, -0.04, 0.04], [-0.03, -0.05, -0.33], [-0.59, 0.05, 0.33], [0.60, -2.03, 0.37], [-0.04, 1.39, 0.31], [-1.50, 0.49, 2.28], [-0.49, 0.00, -0.64], [0.21, -0.66, -0.40], [0.86, 1.02, -0.16], [0.00, -0.12, -0.21], [1.19, 0.07, -1.16], [-0.07, 0.13, 0.05], [0.62, 0.66, -0.22], [-0.19, -0.40, -0.16], [-0.01, -0.08, -0.39], [-0.56, -0.49, 0.00], [0.66, 0.43, -1.80], [-0.30, 1.16, 3.61], [0.29, -0.81, -1.84], [-1.32, -1.22, -0.81], [0.48, 0.42, -0.57], [0.50, -0.65, 0.60], [-0.03, -0.61, 0.62], [0.23, 1.64, -1.77], [-0.26, -0.61, 0.58], [-0.10, -0.15, 0.58], [-0.46, -0.04, -0.12], [0.11, 0.29, 0.21], [0.00, 0.10, 0.75], [0.17, 0.06, -0.03], [0.15, 0.20, -0.69], [-1.47, 0.39, -2.37], [0.85, -0.39, 1.83], [1.87, 0.81, 1.43], [-1.34, -0.63, -0.23], [0.19, 0.08, 1.61], [-1.20, -0.78, -0.52], [0.07, 0.61, -1.56], [0.30, -0.22, -0.31], [-0.12, -0.14, 0.00], [0.49, 0.09, 0.07], [0.35, 0.12, 0.64], [-0.09, -0.02, 0.13], [-0.04, -0.11, -0.03], [-0.31, -0.74, -1.22], [1.67, 0.99, -0.10], [-1.00, -1.01, 0.87], [-1.95, -0.20, -0.26], [0.91, -1.45, -0.68], [1.18, 0.64, 0.18], [-0.01, -0.14, 0.60], [-0.17, -0.18, 0.74], [-0.23, 1.21, 0.38], [-0.08, 0.67, -0.17], [-0.37, -0.06, -0.28], [-0.26, 0.09, -0.19], [0.30, 0.18, -0.10], [0.31, 0.00, 0.23], [-2.91, -0.52, -1.56], [2.26, 1.58, 2.11], [0.83, -2.08, -0.49], [-0.23, -0.92, -0.85], [0.46, -0.98, 0.48], [-1.43, 1.89, 0.07], [1.05, -0.32, 0.01], [0.51, -0.53, 0.59], [-0.12, 1.57, -0.03], [0.07, 0.02, 0.00], [0.32, 0.16, -0.12], [-0.31, -0.08, 0.01], [-0.02, 0.32, -0.04], [-0.50, -0.10, -0.17]]
}